{"formula": "C44H40As2BrN3O4Ti", "method": "the ωB97M-V functional and the def2-TZVPD basis", "species": ["Br", "As", "As", "Ti", "O", "O", "O", "O", "N", "N", "N", "C", "C", "C", "C", "C", "C", "C", "C", "C", "C", "C", "C", "C", "C", "C", "C", "C", "C", "C", "C", "C", "C", "C", "C", "C", "C", "C", "C", "C", "C", "C", "C", "C", "C", "C", "C", "C", "C", "C", "C", "C", "C", "C", "C", "H", "H", "H", "H", "H", "H", "H", "H", "H", "H", "H", "H", "H", "H", "H", "H", "H", "H", "H", "H", "H", "H", "H", "H", "H", "H", "H", "H", "H", "H", "H", "H", "H", "H", "H", "H", "H", "H", "H", "H"], "coordinates": [[3.35, 1.02, 1.27], [0.77, -0.39, -2.36], [-1.48, -0.84, 0.19], [1.08, -0.42, 0.23], [1.30, 5.78, 0.87], [3.43, -1.14, -0.92], [0.63, 3.52, 7.19], [0.08, 4.71, 5.40], [1.29, -2.40, 0.34], [0.89, 1.72, 0.30], [0.82, -0.64, 2.20], [2.71, -0.62, -6.13], [1.82, 2.25, -2.49], [1.43, 1.45, 5.20], [1.69, -4.64, -0.41], [0.37, 3.67, 5.91], [1.93, 3.59, -2.83], [1.52, -3.29, -0.64], [-1.07, -1.11, -2.66], [-1.81, -3.45, 1.51], [0.90, 4.19, -3.54], [-3.21, 0.11, -0.09], [-2.17, -1.53, 2.92], [-0.10, 2.56, -0.04], [-5.59, 0.19, 0.30], [2.10, -2.86, -5.53], [-2.00, -4.28, 2.61], [-0.04, 3.92, 0.10], [-1.55, -1.94, -1.46], [-0.39, 2.39, 3.93], [1.99, 2.29, 0.82], [-5.72, 1.13, -0.72], [0.46, 2.43, 5.03], [1.62, -1.04, -4.03], [-2.26, -3.74, 3.86], [0.68, 0.38, 3.17], [0.70, 1.50, -2.85], [-0.29, 1.37, 3.01], [1.41, -4.24, 1.92], [2.17, 3.63, 1.02], [-4.34, -0.32, 0.61], [1.12, 4.51, 0.66], [1.62, -5.13, 0.90], [1.25, -2.87, 1.63], [2.67, -1.97, -6.43], [1.57, -2.40, -4.34], [1.54, 0.43, 4.27], [-2.35, -2.37, 4.01], [-3.35, 1.07, -1.09], [2.21, -0.16, -4.92], [-1.90, -2.07, 1.66], [-0.31, 2.11, -3.60], [-4.60, 1.57, -1.40], [1.02, -1.87, 2.61], [-0.21, 3.45, -3.93], [-6.70, 1.50, -0.97], [1.74, -6.18, 1.09], [0.97, 5.23, -3.82], [-1.14, 3.17, 3.83], [0.81, 2.62, 7.49], [-1.00, 2.09, -0.44], [-4.23, -1.06, 1.40], [-1.00, 1.32, 2.17], [4.04, -0.63, -1.47], [-1.77, -0.29, -2.84], [-4.71, 2.31, -2.19], [0.55, 6.36, 0.65], [-0.87, 4.54, -0.21], [1.88, -5.31, -1.24], [3.96, -1.89, -0.62], [2.13, 1.49, 6.02], [2.07, -3.91, -5.76], [2.26, 0.90, -4.70], [-0.98, 3.92, -4.52], [-1.06, -1.73, -3.57], [-1.15, 1.52, -3.96], [1.36, -4.57, 2.95], [-1.96, -5.35, 2.48], [3.07, -2.33, -7.36], [-2.57, -1.94, 4.98], [2.81, 4.15, -2.57], [2.32, -0.31, 4.38], [-1.61, -3.89, 0.54], [-2.49, 1.43, -1.65], [-2.59, -2.28, -1.62], [-6.45, -0.15, 0.84], [1.08, -3.11, -3.67], [-0.92, -2.82, -1.33], [-2.28, -0.46, 3.04], [3.07, 4.04, 1.44], [3.14, 0.07, -6.83], [-2.40, -4.39, 4.70], [1.59, -2.89, -1.65], [0.98, -2.12, 3.67], [2.64, 1.75, -1.96]], "mol_weight_g_mol": 952.4, "homo_lumo_gap_ev": [6.62, 6.21], "e_lumo_ev": [-9.535, -9.931], "total_energy_ev": -273749.8674, "total_charge": 3, "relative_energy_ev": 0.949, "multiplicity": 2}